# 1
The following is a DFT calculation (wB97M-V/def2-TZVPD) of a structure of composition C26H32FN4O6SV.

* E_LUMO: -0.23 eV
* total charge: 0
* highest occupied orbital energy: -8.55 eV
* spin multiplicity: 1

Positions of all 71 atoms, in Å:
V1 0.106 -0.761 0.588
O1 0.246 1.182 1.162
N1 0.488 2.019 0.258
N2 0.579 1.464 -0.888
O2 0.431 0.128 -0.972
C1 1.194 2.176 -1.984
C2 1.974 1.456 -2.870
C3 2.641 2.141 -3.876
C4 2.523 3.519 -3.984
C5 1.724 4.219 -3.087
C6 1.050 3.551 -2.077
H1 2.065 0.385 -2.757
H2 3.267 1.592 -4.568
H3 3.055 4.050 -4.763
H4 1.623 5.295 -3.172
H5 0.429 4.080 -1.365
C7 0.818 -4.461 -0.514
C8 0.186 -3.234 -1.173
C9 1.034 -2.780 -2.367
C10 -1.254 -3.534 -1.596
N3 0.145 -2.154 -0.197
H6 0.771 -5.310 -1.198
H7 0.281 -4.714 0.403
H8 1.861 -4.265 -0.260
H9 1.176 -3.609 -3.065
H10 2.012 -2.440 -2.015
H11 0.547 -1.953 -2.888
H12 -1.295 -4.479 -2.139
H13 -1.639 -2.743 -2.244
H14 -1.896 -3.605 -0.718
C11 -1.049 0.240 5.680
N4 -0.141 -0.187 4.630
C12 0.814 0.797 4.138
C13 -0.350 -1.332 3.981
O3 0.234 -1.693 2.959
H15 -0.482 0.617 6.530
H16 -1.658 -0.599 6.009
H17 -1.709 1.027 5.313
H18 1.451 1.120 4.962
H19 0.285 1.655 3.719
H20 1.428 0.347 3.364
H21 -1.128 -1.952 4.441
F1 6.215 -1.439 1.619
C14 4.885 -1.273 1.447
C15 4.423 -0.114 0.875
C16 3.047 0.035 0.695
C17 2.138 -0.955 1.063
C18 2.665 -2.110 1.652
C19 4.028 -2.277 1.853
H22 5.121 0.661 0.579
H23 2.722 0.973 0.267
H24 1.994 -2.891 1.983
H25 4.426 -3.172 2.315
C20 -4.654 2.632 -3.382
C21 -4.102 2.022 -2.116
C22 -3.287 0.899 -2.156
C23 -2.820 0.308 -0.986
C24 -3.145 0.868 0.238
C25 -3.956 2.002 0.300
C26 -4.429 2.564 -0.869
S1 -2.658 0.141 1.776
O4 -1.617 -0.908 1.358
O5 -3.809 -0.522 2.319
O6 -2.100 1.181 2.593
H26 -4.296 2.103 -4.265
H27 -4.367 3.681 -3.473
H28 -5.745 2.590 -3.383
H29 -3.018 0.469 -3.116
H30 -2.229 -0.593 -1.035
H31 -4.200 2.428 1.267
H32 -5.069 3.440 -0.824

---

# 2
The following is a DFT calculation (wB97M-V/def2-TZVPD) of a structure of composition C26H32IrN6O3S2.

* E_LUMO (alpha / beta): -7.99 / -7.99 eV
* total charge: +2
* highest occupied orbital energy (alpha / beta): -12.81 / -13.63 eV
* spin multiplicity: 2

Positions of all 70 atoms, in Å:
Ir1 0.123 0.664 0.119
C1 0.678 -0.350 2.946
N1 -0.328 0.408 2.170
C2 -0.388 1.769 2.773
C3 -1.689 -0.197 2.391
C4 -1.834 -1.699 2.163
N2 -2.083 -2.063 0.782
C5 -1.913 -3.489 0.536
C6 -3.407 -1.611 0.333
H1 0.325 -0.497 3.969
H2 1.608 0.212 2.973
H3 0.864 -1.319 2.490
H4 -0.619 1.691 3.838
H5 -1.165 2.348 2.279
H6 0.572 2.263 2.648
H7 -2.381 0.348 1.750
H8 -1.950 0.018 3.430
H9 -2.653 -2.025 2.826
H10 -0.945 -2.227 2.512
H11 -2.817 -4.071 0.751
H12 -1.121 -3.896 1.167
H13 -1.655 -3.667 -0.513
H14 -4.114 -1.564 1.170
H15 -3.812 -2.311 -0.395
H16 -3.362 -0.632 -0.136
S1 6.529 4.656 0.086
N3 6.261 3.081 0.280
C7 4.949 2.912 0.238
C8 4.268 1.638 0.362
C9 4.941 0.429 0.527
C10 4.201 -0.730 0.619
C11 2.818 -0.654 0.546
N4 2.154 0.490 0.391
C12 2.871 1.640 0.298
C13 2.133 2.890 0.114
N5 0.794 2.795 0.075
C14 0.066 3.883 -0.114
C15 0.642 5.145 -0.259
C16 2.012 5.264 -0.206
C17 2.785 4.116 -0.017
C18 4.232 4.115 0.050
N6 5.014 5.179 -0.048
H17 6.021 0.423 0.578
H18 4.675 -1.692 0.747
H19 2.213 -1.546 0.625
H20 -1.007 3.741 -0.152
H21 0.010 6.009 -0.408
H22 2.501 6.223 -0.310
C19 -2.317 1.406 -3.223
S2 -1.366 0.534 -2.024
O1 0.060 1.002 -2.056
O2 -1.518 -0.870 -2.287
O3 -1.836 0.967 -0.657
H23 -1.654 1.683 -4.041
H24 -2.740 2.297 -2.766
H25 -3.093 0.733 -3.573
C20 0.479 -2.806 -1.204
C21 0.997 -4.067 -1.127
C22 1.450 -4.712 -2.322
C23 1.925 -5.996 -2.269
C24 1.970 -6.650 -1.035
C25 1.548 -6.043 0.159
C26 1.061 -4.768 0.119
H26 0.057 -2.279 -0.348
H27 0.429 -2.271 -2.146
H28 1.396 -4.173 -3.259
H29 2.260 -6.502 -3.163
H30 2.345 -7.666 -0.996
H31 1.603 -6.591 1.089
H32 0.715 -4.273 1.018

---

# 3
The following is a DFT calculation (wB97M-V/def2-TZVPD) of a structure of composition C26H32LuNO6.

* E_LUMO: -0.90 eV
* total charge: 0
* highest occupied orbital energy: -7.84 eV
* spin multiplicity: 1

Positions of all 66 atoms, in Å:
O1 -2.108 -1.595 -1.812
C1 -1.297 -2.797 -1.591
C2 -1.913 -3.630 -2.695
H1 -1.552 -3.192 -0.602
H2 -0.209 -2.661 -1.643
C3 -2.953 -2.482 -2.731
H3 -2.333 -4.520 -2.219
H4 -1.376 -3.889 -3.596
C4 -4.240 -3.082 -2.159
H5 -4.089 -4.053 -1.633
H6 -4.884 -3.337 -3.016
H7 -4.791 -2.421 -1.482
C5 -3.234 -1.796 -4.066
H8 -2.301 -1.668 -4.660
H9 -3.757 -0.841 -3.855
H10 -3.910 -2.451 -4.661
Lu1 -1.051 0.934 -0.314
C6 -0.714 3.718 -0.057
C7 0.546 3.364 0.497
C8 1.333 2.798 -0.556
H11 0.901 3.605 1.502
C9 0.565 2.851 -1.769
C10 -0.711 3.416 -1.460
H12 -1.491 3.672 -2.190
H13 -1.519 4.209 0.478
H14 2.365 2.450 -0.486
H15 0.953 2.657 -2.770
C11 -2.751 1.759 1.487
C12 -3.360 1.847 0.203
C13 -3.394 0.544 -0.361
H16 -3.814 2.733 -0.235
C14 -2.795 -0.352 0.592
C15 -2.341 0.416 1.695
H17 -1.880 0.017 2.602
H18 -2.748 2.539 2.250
H19 -3.761 0.285 -1.347
H20 -2.768 -1.440 0.539
O2 1.816 -3.010 -1.473
C16 2.169 -1.744 -2.095
C17 3.693 -1.803 -2.428
H21 1.911 -0.909 -1.382
H22 1.515 -1.615 -2.981
C18 4.261 -2.869 -1.442
H23 4.157 -0.813 -2.376
H24 3.820 -2.240 -3.441
C19 2.998 -3.354 -0.699
H25 5.021 -2.473 -0.741
H26 4.711 -3.651 -2.085
H27 2.907 -2.769 0.238
H28 3.057 -4.432 -0.466
O3 2.301 -0.508 1.401
C20 1.500 0.353 1.709
O4 0.365 0.530 1.048
C21 1.760 1.254 2.904
C22 0.691 1.723 3.692
C23 0.887 2.605 4.742
C24 2.193 3.017 5.048
C25 3.283 2.518 4.299
C26 3.084 1.610 3.253
N1 2.391 3.933 6.134
O5 1.392 4.300 6.803
O6 3.555 4.300 6.411
H29 -0.321 1.395 3.458
H30 0.046 2.967 5.324
H31 4.277 2.859 4.572
H32 3.941 1.216 2.695

---

Asked for energy relative to the best compared isomer or geometry (same formula, charge and spin) across the records above, the calculation gives 20.5; 34.8; 40.8 kcal/mol in order.